[1]
Formula: C2H6O2
Source: the OMol25 dataset
Level of theory: the ωB97M-V functional and the def2-TZVPD basis

Each line ends with the Löwdin charge.
Cartesian coordinates (Å):
C (-1.09568, 0.21434, -0.06702)  -0.008
C (0.37587, 0.01923, 0.48018)  -0.621
O (1.22334, 0.97539, 0.10288)  0.008
O (0.78322, -1.18347, 0.06285)  0.018
H (-1.06635, 0.34810, -1.08958)  0.039
H (-1.59874, -0.75369, 0.17955)  0.093
H (-1.69876, 1.02964, 0.32485)  0.072
H (0.36468, -0.01183, 1.54444)  0.139
H (1.81038, 0.60204, -0.65748)  0.161
H (0.90204, -1.23974, -0.88065)  0.100

Its spin multiplicity is 1. The SMILES is CC(O)O. For the highest occupied orbital energy, the calculation gives -10.03 eV. As for the total charge: 0. Its energy above the lowest of the compared OMol25 structures with the same formula, charge and spin is 0.857 eV. The calculation puts the HOMO-LUMO gap at 10.7052 eV. As for the lowest unoccupied orbital energy: 0.02479 Ha.


[2]
Formula: C2H6O2S
Source: the OMol25 dataset
Level of theory: the ωB97M-V functional and the def2-TZVPD basis

Each line ends with the Löwdin charge.
Cartesian coordinates (Å):
O (-0.60772, -0.58701, 3.77576)  0.069
C (0.32539, -0.39562, 3.05072)  -0.398
O (0.21776, -0.04717, 1.76227)  0.066
H (1.35742, -0.59363, 3.36535)  0.141
H (-0.72789, 0.17550, 1.66485)  0.120
C (-0.49582, 0.05546, -2.04248)  -0.493
S (1.23058, 0.11688, -2.56896)  0.623
H (-0.88266, -0.93659, -2.26992)  0.021
H (-1.12841, 0.78199, -2.53767)  0.031
H (-0.52517, 0.16135, -0.95969)  -0.006
H (1.23650, 1.26885, -3.24023)  -0.174

Its spin multiplicity is 1. The SMILES is O=CO.CS. For the highest occupied orbital energy, the calculation gives -9.09 eV. As for the total charge: 0. Its energy above the lowest of the compared OMol25 structures with the same formula, charge and spin is 0.281 eV. The calculation puts the HOMO-LUMO gap at 9.7735 eV. As for the lowest unoccupied orbital energy: 0.02510 Ha.


[3]
Formula: C2H6O2S
Source: the OMol25 dataset
Level of theory: the ωB97M-V functional and the def2-TZVPD basis

Each line ends with the Löwdin charge.
Cartesian coordinates (Å):
O (1.08475, -1.05519, 3.02575)  0.087
C (1.20524, 0.11872, 3.17556)  -0.375
O (1.84307, 0.93470, 2.28354)  0.048
H (0.80919, 0.69188, 4.01822)  0.136
H (1.54230, 0.64704, 1.41071)  0.105
C (-1.50811, -0.48631, -2.38314)  -0.477
S (-0.38352, 0.92510, -2.72887)  0.603
H (-1.99195, -0.34395, -1.42057)  0.019
H (-0.89263, -1.38050, -2.33558)  0.021
H (-2.24730, -0.54216, -3.17357)  0.020
H (0.53895, 0.49067, -1.87205)  -0.185

Its spin multiplicity is 1. The SMILES is O=CO.CS. For the highest occupied orbital energy, the calculation gives -9.24 eV. As for the total charge: 0. Its energy above the lowest of the compared OMol25 structures with the same formula, charge and spin is 0.479 eV. The calculation puts the HOMO-LUMO gap at 9.6053 eV. As for the lowest unoccupied orbital energy: 0.01357 Ha.


[4]
Formula: C2H6O2S2
Source: the OMol25 dataset
Level of theory: the ωB97M-V functional and the def2-TZVPD basis

Each line ends with the Löwdin charge.
Cartesian coordinates (Å):
C (-0.42994, -1.48659, 0.51714)  -0.114
C (-0.10504, -0.60457, -0.62465)  -0.982
S (1.26279, -0.69558, -1.45090)  0.761
O (-1.02842, 0.33704, -0.79050)  -0.140
O (-0.71861, 1.20282, -1.88628)  -0.057
H (0.05720, -1.07193, 1.31636)  -0.015
H (-0.14710, -2.52683, 0.42750)  0.091
H (-1.49072, -1.37545, 0.79352)  0.102
H (-1.34096, 2.00080, -1.80533)  0.156
S (0.73429, 1.38604, 1.58666)  0.539
H (1.15725, 1.52395, 0.22620)  -0.129
H (2.04928, 1.31030, 1.69028)  -0.212

Its spin multiplicity is 1. The SMILES is CC(=S)OO.S. For the highest occupied orbital energy, the calculation gives -8.71 eV. As for the total charge: 0. Its energy above the lowest of the compared OMol25 structures with the same formula, charge and spin is 3.978 eV. The calculation puts the HOMO-LUMO gap at 9.1294 eV. As for the lowest unoccupied orbital energy: 0.01539 Ha.


[5]
Formula: C2H6O3S
Source: the OMol25 dataset
Level of theory: the ωB97M-V functional and the def2-TZVPD basis

Each line ends with the Löwdin charge.
Cartesian coordinates (Å):
C (1.52552, -0.51231, -0.69752)  -0.159
C (1.31424, 0.72484, 0.11602)  -0.450
O (-1.14020, 0.49418, -0.49444)  -0.574
O (-4.01436, -0.92188, 0.74574)  -0.104
O (-3.83473, 0.30376, -0.00895)  -0.077
S (-0.20544, 1.27622, 0.34881)  0.949
H (0.60598, -1.15042, -0.67568)  0.077
H (1.77042, -0.45673, -1.80167)  0.103
H (2.38010, -0.96336, -0.15506)  0.078
H (2.07037, 1.13251, 0.77444)  0.058
H (-3.07001, -0.00465, -0.45269)  0.004
H (-3.75048, -0.77215, 1.68496)  0.096

Its spin multiplicity is 1. For the highest occupied orbital energy (alpha / beta), the calculation gives -9.78 / -9.78 eV. As for the total charge: 0. Its energy above the lowest of the compared OMol25 structures with the same formula, charge and spin is 4.435 eV. The calculation puts the HOMO-LUMO gap (alpha / beta) at 9.4454 / 9.4447 eV. As for the lowest unoccupied orbital energy (alpha / beta): -0.01223 / -0.01224 Ha.


[6]
Formula: C2H6OS
Source: the OMol25 dataset
Level of theory: the ωB97M-V functional and the def2-TZVPD basis

Each line ends with the Löwdin charge.
Cartesian coordinates (Å):
C (-0.15702, -4.59886, -0.30682)  -0.081
O (-0.26684, -5.04849, 0.86739)  -0.060
H (-0.92659, -3.93122, -0.65871)  0.067
H (0.73456, -4.85957, -0.87917)  0.074
C (-0.36813, 3.12797, 0.04726)  -0.507
S (1.16145, 3.38747, 1.03562)  0.573
H (-0.18615, 3.21778, -0.99807)  0.002
H (-0.88970, 2.13713, 0.33303)  0.052
H (-1.11122, 3.88528, 0.35840)  0.022
H (2.00963, 2.68249, 0.20107)  -0.143

Its spin multiplicity is 1. The SMILES is C=O.CS. For the highest occupied orbital energy, the calculation gives -9.13 eV. As for the total charge: 0. Its energy above the lowest of the compared OMol25 structures with the same formula, charge and spin is 0.931 eV. The calculation puts the HOMO-LUMO gap at 9.6249 eV. As for the lowest unoccupied orbital energy: 0.01831 Ha.


Copy entry 4 word for word.
Formula: C2H6O2S2
Source: the OMol25 dataset
Level of theory: the ωB97M-V functional and the def2-TZVPD basis

Each line ends with the Löwdin charge.
Cartesian coordinates (Å):
C (-0.42994, -1.48659, 0.51714)  -0.114
C (-0.10504, -0.60457, -0.62465)  -0.982
S (1.26279, -0.69558, -1.45090)  0.761
O (-1.02842, 0.33704, -0.79050)  -0.140
O (-0.71861, 1.20282, -1.88628)  -0.057
H (0.05720, -1.07193, 1.31636)  -0.015
H (-0.14710, -2.52683, 0.42750)  0.091
H (-1.49072, -1.37545, 0.79352)  0.102
H (-1.34096, 2.00080, -1.80533)  0.156
S (0.73429, 1.38604, 1.58666)  0.539
H (1.15725, 1.52395, 0.22620)  -0.129
H (2.04928, 1.31030, 1.69028)  -0.212

Its spin multiplicity is 1. The SMILES is CC(=S)OO.S. For the highest occupied orbital energy, the calculation gives -8.71 eV. As for the total charge: 0. Its energy above the lowest of the compared OMol25 structures with the same formula, charge and spin is 3.978 eV. The calculation puts the HOMO-LUMO gap at 9.1294 eV. As for the lowest unoccupied orbital energy: 0.01539 Ha.